{"formula": "C35H76BFN3O12P2", "method": "ωB97M-V/def2-TZVPD", "elements": ["C", "C", "C", "O", "C", "C", "C", "C", "C", "O", "F", "C", "P", "O", "O", "N", "O", "B", "O", "C", "C", "C", "C", "C", "C", "C", "C", "O", "O", "C", "C", "P", "C", "C", "C", "C", "H", "H", "H", "H", "H", "H", "H", "H", "H", "H", "H", "H", "H", "H", "H", "H", "H", "H", "H", "H", "H", "H", "H", "H", "H", "H", "H", "H", "H", "H", "H", "H", "H", "H", "H", "H", "H", "H", "H", "H", "H", "H", "H", "H", "H", "H", "C", "O", "C", "C", "N", "C", "C", "O", "C", "H", "H", "H", "H", "H", "H", "H", "H", "H", "H", "H", "H", "H", "H", "H", "C", "O", "C", "C", "N", "C", "C", "O", "C", "H", "H", "H", "H", "H", "H", "H", "H", "H", "H", "H", "H", "H", "H", "H"], "coordinates": [[-2.264, 2.423, 3.043], [-3.447, 2.901, 2.202], [-3.495, 2.167, 0.873], [-3.296, 0.788, 1.117], [-3.289, 0.045, -0.080], [-4.042, -1.274, 0.007], [-4.212, -2.001, -1.351], [-4.286, -1.086, -2.586], [-2.888, -0.678, -3.014], [-2.055, -1.446, -3.462], [-2.625, 0.639, -2.864], [-5.481, -2.926, -1.261], [-6.953, -2.099, -2.043], [-7.301, -0.693, -1.298], [-8.158, -3.199, -1.913], [-5.672, -3.567, 0.100], [-5.873, -4.972, -0.135], [-6.970, -3.133, 0.850], [-7.121, -1.828, 1.088], [-8.030, -4.163, 1.384], [-7.513, -4.995, 2.578], [-4.554, -3.531, 1.101], [-3.550, -2.323, 1.051], [-2.192, -3.000, 0.702], [-1.043, -2.144, 0.167], [-0.483, -1.091, 1.133], [0.667, -1.667, 1.905], [0.637, -1.976, 3.081], [1.759, -1.863, 1.125], [2.997, -1.467, 1.731], [3.906, -0.866, 0.690], [-3.432, -1.679, 2.825], [-5.075, -1.337, 3.560], [-5.676, 0.010, 3.163], [-2.518, -2.825, 3.917], [-3.207, -4.142, 4.389], [-2.154, 3.054, 3.918], [-2.453, 1.413, 3.390], [-1.361, 2.406, 2.439], [-4.369, 2.667, 2.730], [-3.432, 3.977, 2.063], [-4.446, 2.356, 0.367], [-2.678, 2.546, 0.251], [-3.814, 0.653, -0.815], [-2.267, -0.027, -0.446], [-5.051, -0.987, 0.312], [-3.378, -2.656, -1.583], [-4.877, -0.195, -2.419], [-4.667, -1.623, -3.445], [-5.255, -3.729, -1.955], [-7.300, 0.012, -1.948], [-8.944, -2.863, -2.353], [-6.563, -5.060, -0.811], [-8.040, -1.611, 1.257], [-8.382, -4.821, 0.592], [-8.917, -3.618, 1.701], [-6.982, -5.858, 2.186], [-6.805, -4.457, 3.200], [-8.332, -5.397, 3.159], [-4.027, -4.475, 1.012], [-5.021, -3.585, 2.080], [-2.410, -3.728, -0.081], [-1.822, -3.604, 1.525], [-1.320, -1.732, -0.797], [-0.231, -2.828, -0.069], [-0.055, -0.296, 0.523], [-1.218, -0.624, 1.779], [3.494, -2.347, 2.128], [2.864, -0.741, 2.525], [3.452, -0.036, 0.160], [4.812, -0.480, 1.151], [4.234, -1.597, -0.043], [-4.888, -1.274, 4.632], [-5.810, -2.142, 3.465], [-5.100, 0.810, 3.606], [-6.691, 0.041, 3.552], [-5.752, 0.146, 2.092], [-1.547, -3.080, 3.516], [-2.295, -2.243, 4.805], [-4.075, -4.432, 3.804], [-2.488, -4.954, 4.369], [-3.529, -4.035, 5.420], [5.352, 0.475, -6.703], [5.744, 1.686, -6.088], [4.873, 2.782, -6.336], [4.094, 3.163, -5.094], [3.100, 2.150, -4.753], [2.504, 2.307, -3.429], [3.415, 2.251, -2.205], [3.973, 0.974, -1.949], [5.128, 0.653, -2.705], [6.184, -0.222, -6.614], [4.478, 0.030, -6.213], [5.133, 0.621, -7.764], [4.206, 2.579, -7.178], [5.506, 3.630, -6.613], [3.584, 4.114, -5.271], [4.822, 3.314, -4.287], [3.534, 1.239, -4.799], [1.764, 1.509, -3.323], [1.953, 3.253, -3.409], [2.793, 2.477, -1.334], [4.194, 3.021, -2.223], [5.745, 1.532, -2.909], [4.865, 0.157, -3.643], [5.718, -0.054, -2.121], [9.775, 5.390, 0.247], [9.495, 4.101, -0.265], [9.773, 3.036, 0.636], [8.500, 2.397, 1.148], [7.781, 3.283, 2.055], [6.421, 2.855, 2.373], [5.414, 2.716, 1.234], [5.028, 3.942, 0.637], [5.927, 4.440, -0.338], [9.719, 6.091, -0.584], [9.046, 5.697, 1.005], [10.780, 5.437, 0.675], [10.412, 3.368, 1.459], [10.329, 2.284, 0.069], [8.754, 1.475, 1.681], [7.897, 2.126, 0.271], [7.734, 4.205, 1.643], [6.019, 3.585, 3.079], [6.478, 1.899, 2.906], [4.500, 2.303, 1.669], [5.737, 1.998, 0.470], [6.417, 3.642, -0.902], [6.680, 5.091, 0.113], [5.356, 5.052, -1.037]], "total_charge": 1, "gap_ev": 7.092, "lumo_ev": -2.674, "e_tot_ha": -3253.42225, "homo_energy_ev": -9.77}